# CH5N3O

A single CH5N3O molecule at a distorted geometry (ωB97M-V/def2-TZVPD, the Open Molecules 2025 dataset).

Properties
HOMO level in Eh: -0.3623
Net charge: 0
Structure (SMILES): NNC(N)=O
HOMO-LUMO gap in eV: 10.65

The geometry in XYZ format:
```
10
CH5N3O | the Open Molecules 2025 dataset | ωB97M-V/def2-TZVPD
O 0.921 -0.043 -1.574
N -0.406 -0.381 0.282
N -0.518 -1.745 0.131
N 0.583 1.670 -0.167
C 0.433 0.354 -0.541
H 1.126 2.258 -0.784
H -0.064 -2.235 0.901
H -1.492 -2.045 -0.039
H -0.751 0.044 1.146
H 0.168 2.124 0.647
```

Here are the Löwdin charges for atoms 1 to 6, given in e:
1 O 0.047
2 N -0.071
3 N 0.010
4 N 0.128
5 C -0.628
6 H 0.101



# C37H37ClN4OPSSe2V

A molecular structure, C37H37ClN4OPSSe2V at a distorted geometry (ωB97M-V/def2-TZVPD, the Open Molecules 2025 dataset).

Properties
HOMO level (spin up / spin down) in Eh: -0.2558 / -0.2570
Net charge: 0
2S+1: 3
HOMO-LUMO gap (spin up / spin down) in eV: 6.09 / 5.95
⟨S²⟩: 2.03

The geometry in XYZ format:
```
85
C37H37ClN4OPSSe2V | the Open Molecules 2025 dataset | ωB97M-V/def2-TZVPD
Se 2.336 -0.340 0.232
Se 2.679 1.764 3.284
V -0.251 0.260 -0.013
Cl -1.142 3.503 -2.420
S -0.509 -2.086 0.820
P 3.445 1.159 1.402
O -0.028 0.041 -1.950
N -2.288 0.984 -0.035
N 0.713 -2.462 3.156
N -0.896 0.342 2.019
N -0.257 -0.412 2.941
C -2.267 1.426 3.725
C 3.637 4.914 -0.263
C -1.712 4.976 1.789
C 0.345 2.335 0.055
C -0.105 -1.101 -4.598
C -3.883 2.184 1.267
C -0.790 3.977 1.536
C 0.033 -1.570 2.405
C 4.424 2.337 -0.929
C 3.397 3.865 0.617
C 5.335 -0.924 1.602
C -0.681 -2.055 -3.589
C 1.042 0.973 -5.247
C 6.610 -1.423 1.830
C 5.111 0.446 1.609
C 0.327 -1.045 -8.375
C 4.283 4.678 -1.467
C 0.398 -0.643 -6.931
C 0.491 0.133 -4.255
C -1.862 1.124 2.320
C 0.981 0.569 -6.567
C 7.445 0.816 2.082
C 1.685 2.294 -4.909
C 0.570 0.574 -2.887
C -2.680 1.499 1.153
C 4.689 3.387 -1.794
C -0.600 3.440 0.249
C -2.482 5.502 0.759
C -2.299 5.030 -0.532
C 3.778 2.574 0.284
C -3.068 1.137 -1.102
C -1.374 4.025 -0.760
C 6.172 1.314 1.857
C -4.279 1.800 -1.059
C 7.667 -0.556 2.068
C -4.683 2.342 0.149
C -0.130 -1.460 -5.938
H 3.325 5.917 0.001
H 6.776 -2.493 1.820
H 1.032 2.329 0.901
H -1.542 -1.625 -3.076
H -5.619 2.881 0.227
H 1.006 2.959 -4.372
H 8.263 1.499 2.272
H -1.371 1.492 4.341
H 8.661 -0.947 2.244
H 0.043 -2.307 -2.814
H 1.398 1.208 -7.337
H 0.155 -2.115 -8.482
H -3.200 6.289 0.950
H -0.494 -0.523 -8.871
H 2.902 4.037 1.567
H 4.482 5.497 -2.148
H 6.001 2.384 1.880
H -0.171 3.582 2.337
H 1.245 -0.785 -8.902
H -4.876 1.893 -1.955
H -2.696 0.715 -2.026
H 4.730 1.329 -1.186
H 1.121 -3.247 2.681
H 1.167 1.460 -2.667
H 5.219 3.202 -2.721
H 0.937 2.438 -0.859
H 1.192 -2.093 3.962
H -0.569 -2.411 -6.217
H -4.189 2.593 2.218
H 1.997 2.799 -5.822
H -2.819 2.361 3.794
H -0.996 -2.970 -4.087
H -1.822 5.360 2.797
H -2.882 0.617 4.127
H -2.860 5.438 -1.362
H 4.512 -1.601 1.410
H 2.568 2.160 -4.283
```

Here are the Löwdin charges for atoms 1 to 6, given in e:
1 Se 0.406
2 Se 0.212
3 V 0.507
4 Cl 0.728
5 S 0.553
6 P 0.128



# C5H21NO5

5 unconnected molecules or ions with the total composition C5H21NO5 at a distorted geometry (ωB97M-V/def2-TZVPD, the Open Molecules 2025 dataset).

Properties
HOMO level in Eh: -0.3406
Net charge: 0
Structure (SMILES): CCCNCCO.O.O.O.O
HOMO-LUMO gap in eV: 9.64

The geometry in XYZ format:
```
32
C5H21NO5 | the Open Molecules 2025 dataset | ωB97M-V/def2-TZVPD
O 2.551 1.801 0.316
O 1.605 -0.877 -3.122
O 0.465 1.871 -1.632
O 0.929 -2.800 -0.050
O -1.622 -0.058 -3.487
N 0.079 0.121 1.120
C -2.398 0.457 1.126
C -1.121 0.321 1.963
C 2.406 0.510 0.839
C -2.710 -0.848 0.517
C 1.260 0.425 1.931
H 2.298 -0.293 -0.007
H -1.784 -1.200 -0.078
H 1.407 -2.061 0.365
H 1.632 1.954 -0.032
H -2.492 1.393 0.402
H 0.223 -2.912 0.625
H -1.078 1.248 2.609
H 2.505 -0.727 -2.763
H 1.306 -1.707 -2.759
H 3.432 0.336 1.226
H -2.746 -1.564 1.358
H -0.851 -0.666 -3.590
H -1.506 0.406 -2.600
H 0.109 0.715 0.234
H -3.678 -0.928 -0.011
H -1.080 -0.419 2.773
H 1.344 1.335 2.571
H 0.843 1.041 -1.926
H 0.555 2.529 -2.291
H -3.314 0.848 1.629
H 1.432 -0.250 2.745
```

Here are the Löwdin charges for atoms 1 to 6, given in e:
1 O -0.090
2 O -0.051
3 O -0.024
4 O -0.082
5 O -0.100
6 N -0.072



# C4H11N3

2 unconnected molecules or ions with the total composition C4H11N3 at a distorted geometry (ωB97M-V/def2-TZVPD, the Open Molecules 2025 dataset).

Properties
HOMO level (spin up / spin down) in Eh: -0.7248 / -0.7079
Net charge: +2
HOMO-LUMO gap (spin up / spin down) in eV: 8.76 / 7.96

The geometry in XYZ format:
```
18
C4H11N3 | the Open Molecules 2025 dataset | ωB97M-V/def2-TZVPD
N -0.551 -0.730 -0.474
N -1.081 0.985 1.094
N 1.880 -1.973 0.590
C -2.573 0.604 -0.668
C 2.213 0.410 -0.145
C -1.272 0.350 -0.065
C 1.611 -0.742 0.413
H 1.915 1.374 0.360
H -1.917 1.589 1.360
H 2.898 -2.236 0.768
H -3.220 -0.280 -0.619
H 3.264 0.508 -0.510
H 1.730 0.475 -1.088
H -2.529 0.887 -1.688
H -0.464 -0.894 -1.479
H 1.344 -2.832 0.721
H -0.195 1.109 1.591
H -3.053 1.397 -0.158
```

Here are the Löwdin charges for atoms 1 to 6, given in e:
1 N 0.243
2 N 0.226
3 N 0.278
4 C 0.031
5 C -0.007
6 C -0.395



# C28H29F2N4O2

2 unconnected molecules or ions with the total composition C28H29F2N4O2 at a distorted geometry (ωB97M-V/def2-TZVPD, the Open Molecules 2025 dataset).

Properties
HOMO level in Eh: -0.3837
Net charge: +1
HOMO-LUMO gap in eV: 5.71

The geometry in XYZ format:
```
65
C28H29F2N4O2 | the Open Molecules 2025 dataset | ωB97M-V/def2-TZVPD
F 2.756 -2.267 4.243
F 1.613 3.359 3.171
O 4.047 0.637 -5.318
O -0.928 -2.507 -0.558
N 1.810 0.215 -5.765
N 1.949 -0.353 -2.114
N -0.732 -0.877 -5.219
N -1.481 -1.574 -2.598
C 3.175 1.392 -7.426
C 3.226 0.020 -0.022
C -1.872 -1.738 -5.006
C 2.305 -0.007 -3.355
C 3.465 -2.400 0.181
C 3.013 4.032 1.392
C 0.769 0.234 -6.785
C 2.166 1.734 1.534
C 0.160 -0.691 -4.188
C 3.120 -1.098 2.213
C 3.766 3.659 0.267
C 3.715 2.373 -0.227
C -3.271 -2.302 -1.103
C -0.231 -0.884 -6.573
C -1.793 -2.138 -1.351
C 3.475 -3.564 0.922
C 2.989 5.422 1.921
C 2.990 1.346 0.430
C -2.491 -1.480 -3.647
C 3.075 0.740 -6.071
C 2.986 -4.754 3.125
C -0.204 -1.057 -2.863
C 3.036 -2.289 2.898
C 3.192 -3.538 2.300
C 1.457 -0.174 -4.457
C 2.257 3.031 2.003
C 0.720 -0.785 -1.842
C 3.245 -1.132 0.787
H 0.254 -1.851 -6.815
H 4.171 1.825 -7.515
H 1.918 -4.863 3.364
H -3.819 -1.378 -1.322
H 0.483 -0.941 -0.794
H 3.690 -4.516 0.431
H 3.622 -2.418 -0.902
H 4.317 2.082 -1.086
H 3.305 -5.645 2.576
H -3.271 -2.226 -3.472
H -2.613 -1.531 -5.793
H 3.059 0.663 -8.240
H 1.510 1.012 2.018
H 3.707 -0.090 -0.994
H -3.689 -3.126 -1.698
H -3.407 -2.553 -0.053
H 1.949 5.761 2.023
H 3.502 6.086 1.219
H -1.587 -2.807 -5.073
H -1.083 -0.749 -7.257
H 3.473 5.542 2.901
H 2.433 2.192 -7.542
H 4.408 4.403 -0.205
H 0.259 1.213 -6.778
H 3.530 -4.711 4.077
H 3.296 0.412 -3.474
H 1.216 0.096 -7.773
H 3.062 -0.152 2.735
H -2.956 -0.479 -3.616
```

Here are the Löwdin charges for atoms 1 to 6, given in e:
1 F 0.067
2 F 0.066
3 O 0.045
4 O 0.049
5 N 0.017
6 N 0.033



# C16H19FN2O4Rh

A molecular structure, C16H19FN2O4Rh (ωB97M-V/def2-TZVPD, the Open Molecules 2025 dataset).

Properties
HOMO level (spin up / spin down) in Eh: -0.4292 / -0.4293
Net charge: +1
2S+1: 5
HOMO-LUMO gap (spin up / spin down) in eV: 8.11 / 5.79
⟨S²⟩: 6.01

The geometry in XYZ format:
```
43
C16H19FN2O4Rh | the Open Molecules 2025 dataset | ωB97M-V/def2-TZVPD
Rh -0.998 0.340 -1.782
F 3.196 4.805 1.507
O 0.051 0.770 3.092
O -2.096 1.183 -0.035
O -0.040 1.836 -0.447
O 4.167 2.697 3.105
N 0.264 2.811 2.095
N 2.057 1.848 3.207
C 1.258 -1.269 0.804
C 0.609 -1.439 -1.711
C 0.744 1.737 2.836
C 1.111 3.793 1.630
C -1.077 -1.791 -0.165
C 3.011 2.793 2.790
C -1.807 -1.903 1.116
C 1.946 -1.305 -2.350
C 0.313 -1.472 -0.320
C 2.407 3.829 1.959
C -1.076 2.678 1.563
C -1.078 1.858 0.275
C -0.660 -2.037 -3.896
C -1.651 -1.947 -1.462
C -3.052 -2.378 -1.718
C -0.607 -1.735 -2.433
H -0.196 -1.249 -4.491
H -3.275 -2.438 -2.780
H 1.918 -0.627 -3.204
H 2.417 1.090 3.769
H -1.703 2.164 2.284
H -0.099 -2.954 -4.096
H 0.684 4.556 0.994
H 2.187 -0.811 0.473
H 2.700 -0.951 -1.652
H 2.260 -2.282 -2.730
H -2.341 -0.965 1.309
H -3.215 -3.367 -1.281
H -1.493 3.665 1.360
H -1.679 -2.187 -4.246
H -2.557 -2.693 1.074
H 0.805 -0.647 1.580
H 1.491 -2.232 1.268
H -1.132 -2.076 1.951
H -3.763 -1.700 -1.243
```

Here are the Löwdin charges for atoms 1 to 6, given in e:
1 Rh 1.220
2 F 0.109
3 O 0.069
4 O -0.055
5 O -0.053
6 O 0.136